Entry 1:
DFT (ωB97M-V with the def2-TZVPD basis set) results for the molecule C5H7ClS.

```
14
Properties=species:S:1:pos:R:3:forces:R:3:mulliken_charge:R:1
Cl -1.627 -1.683 0.503 1.429 -0.418 -0.986 -0.22
S 1.253 2.059 -0.081 0.530 0.153 -0.651 -0.22
C 0.081 -1.434 -0.274 -2.323 6.413 2.375 -0.33
C 0.832 -0.461 0.803 1.043 -3.231 0.335 -0.91
C -0.263 0.950 -0.714 1.191 3.164 0.081 -0.33
C -0.016 -0.437 -1.461 -1.402 0.711 0.033 -0.53
C 0.229 0.927 0.752 -2.965 -1.348 -0.399 0.09
H -0.706 2.038 -0.992 -0.244 -3.605 0.016 0.34
H -0.773 -0.649 -2.298 0.838 0.280 1.589 0.29
H 1.897 -0.506 0.498 -0.499 0.772 -0.496 0.35
H 0.663 -2.236 -0.400 1.345 -3.615 -0.606 0.52
H 0.951 -0.452 -1.941 0.393 0.183 -0.165 0.27
H -0.616 1.219 1.480 1.921 -0.317 -0.769 0.33
H 1.021 -1.025 1.759 -1.257 0.857 -0.358 0.36
```
Positions in Å, forces in eV/Å.

Its SMILES is Cl[C@H]1C[C@@H]2S[C@@H]2C1. Its spin multiplicity is 1. For the orbital gap, the calculation gives 0.348 Eh. The total charge is 0.

=====

Entry 2:
DFT (ωB97M-V with the def2-TZVPD basis set) results for the molecule C4H6S3.

```
13
Properties=species:S:1:pos:R:3:forces:R:3:mulliken_charge:R:1
S -0.032 0.972 1.035 -0.311 0.180 0.132 0.01
S 1.501 -1.326 -0.055 0.657 -0.559 -0.076 -0.24
S -1.838 -1.231 -3.222 0.229 0.537 1.243 -0.21
C 0.130 -0.526 0.148 -0.069 0.837 -0.331 0.33
C -1.486 -0.386 -1.872 0.457 -0.304 -0.777 -0.12
C 1.640 1.317 1.633 -0.128 -2.821 -0.766 -0.90
C -1.179 -0.940 -0.500 0.290 -0.482 -0.823 -0.81
H -1.426 0.696 -1.926 -0.062 0.194 -0.067 0.30
H 2.274 1.329 0.755 0.331 -0.028 0.013 0.30
H 1.702 2.221 2.143 -0.305 1.584 0.867 0.37
H -1.935 -0.570 0.133 -1.341 0.407 0.869 0.31
H 1.920 0.461 2.291 0.027 0.736 -0.484 0.29
H -1.271 -2.015 -0.563 0.224 -0.282 0.199 0.37
```
Positions in Å, forces in eV/Å.

Its SMILES is CSC(=S)CC=S. Its spin multiplicity is 1. For the orbital gap, the calculation gives 0.303 Eh. The total charge is 0.